Formula: C20H53Cd2N3O9
Source: the Open Molecules 2025 dataset
Level of theory: ωB97M-V/def2-TZVPD

Geometry as XYZ:
```
87
Properties=species:S:1:pos:R:3:lowdin_charge:R:1
Cd 7.88387 -5.98695 26.14133 1.494
Cd 4.65544 -6.37567 27.17353 1.470
O 7.75557 -1.71518 26.08446 -0.028
O 8.61130 -1.51400 21.21018 -0.230
O 1.14893 -6.81599 31.01353 -0.199
O 13.41682 -3.68828 20.65226 -0.193
O 6.00877 0.15967 24.24960 -0.199
O 4.85208 -5.08714 28.75939 -0.361
O 5.90603 -4.88966 25.89912 -0.570
O 6.69340 -7.11157 27.61765 -0.594
O 10.27283 4.52085 22.58328 -0.199
N 12.00396 -1.64042 22.14685 -0.059
N 7.96040 2.57128 23.95996 -0.047
N 3.38620 -7.60222 28.75303 -0.145
C 7.62347 -2.43642 20.66145 -0.072
C 12.13947 -1.62255 20.70262 -0.231
C 6.35829 0.85757 23.05490 -0.205
C 14.61177 -4.32179 20.23398 -0.116
C 5.71820 -4.00693 24.77965 -0.221
C 10.26105 3.22411 23.25345 -0.216
C 0.20599 -6.84071 32.02232 -0.117
C 7.84090 1.25484 23.27877 -0.183
C 4.84921 -0.66112 23.88371 -0.096
C 13.43040 -2.27735 20.35667 -0.224
C 6.95229 -8.25938 28.34884 -0.256
C 9.30053 3.04506 24.38952 -0.202
C 5.37049 -3.73270 28.97942 -0.005
C 1.11504 -7.79701 29.94523 -0.155
C 11.03352 5.54284 23.31623 -0.078
C 4.01011 -5.48779 29.77147 -0.202
C 1.96163 -7.53089 28.69722 -0.200
C 10.65018 -1.11134 22.56039 -0.129
C 3.96176 -7.03114 29.89332 -0.193
C 9.43367 -2.11786 22.23060 -0.188
H 7.31124 -3.02183 21.52627 0.061
H 6.82408 -1.84920 20.20950 0.089
H 5.11268 -1.42659 23.15383 0.077
H 12.29137 -2.58261 22.36989 0.095
H 13.69140 -2.10743 19.31211 0.129
H 8.20721 1.37236 22.25892 0.106
H 8.26663 -2.31972 26.62257 0.021
H 14.74061 -5.30115 20.69479 0.088
H 6.56983 -3.34810 24.61004 0.039
H 14.75295 -4.35913 19.15381 0.087
H 8.76475 -2.14680 23.09072 0.082
H 8.36330 0.39137 23.69064 0.098
H 3.33689 -7.33467 30.73327 0.130
H 12.08997 5.40413 23.08652 0.080
H 1.75252 -6.52819 28.32443 0.120
H 7.42506 -9.02539 27.73418 0.086
H 8.06481 -3.05439 19.87951 0.087
H 10.08570 2.40714 22.55351 0.098
H 5.75325 -4.62708 23.88395 0.078
H 4.46076 -1.12046 24.79267 0.067
H 1.63868 -8.24289 27.93772 0.139
H 0.52773 -6.22869 32.86494 0.101
H 4.58176 -2.99512 29.12771 0.114
H 4.77744 -3.47132 24.90695 0.084
H 10.78360 5.61614 24.37465 0.082
H 5.72555 1.72571 22.87034 0.132
H 9.80037 2.35943 25.07375 0.108
H 7.20770 -2.28180 25.54132 -0.040
H 6.36780 0.12146 22.25107 0.101
H 14.15306 -1.76003 20.98771 0.129
H 6.03114 -3.72211 29.84633 0.109
H 15.48332 -3.72331 20.49914 0.083
H -0.83902 -6.64763 31.77993 0.097
H 3.01679 -5.07811 29.58818 0.138
H 11.27904 -2.14599 20.28577 0.119
H 11.29460 3.07782 23.56723 0.113
H 10.60062 -0.99020 23.64250 0.095
H 9.75106 -3.11940 21.94032 0.111
H 9.10505 3.96912 24.93356 0.117
H 10.85270 6.46215 22.75920 0.085
H 1.33100 -8.79732 30.32049 0.137
H 5.95324 -3.39857 28.12102 0.074
H 0.11745 -7.83332 29.50753 0.136
H 3.53400 -8.59763 28.66702 0.131
H 12.26796 -0.59970 20.34853 0.133
H 0.12468 -7.81450 32.50527 0.090
H 4.01264 -0.01763 23.61138 0.093
H 10.62092 -0.10478 22.14316 0.108
H 4.42078 -5.08441 30.69706 0.145
H 5.99410 -8.63768 28.70502 0.048
H 4.91338 -7.51196 30.11988 0.125
H 7.50181 -8.07423 29.27180 0.092
H 7.27027 2.87234 24.63315 0.105
```

Values from the calculation:
- Charge: +2
- Orbital gap: 0.0539 Ha
- E_tot: -1969.8175 a.u.
- Lowest unoccupied orbital energy: -9.70 eV
- HOMO level: -11.170 eV